Entry 1:
Formula: C4H36NO16
Source: the Open Molecules 2025 dataset
Level of theory: ωB97M-V/def2-TZVPD

Summary:
Net charge: -1
Frontier orbital gap in eV: 9.65
E_HOMO in eV: -6.93

Structure (XYZ):
```
57
C4H36NO16, DFT ωB97M-V/def2-TZVPD
C -0.666 0.198 0.222
C -1.383 0.035 -1.170
C -0.554 -0.638 -2.268
O -1.022 -0.493 -3.374
N -1.394 1.149 1.216
C -0.574 1.269 2.435
O 0.520 2.086 2.009
H 0.308 0.667 -0.116
H -0.516 -0.784 0.755
H -1.516 1.056 -1.645
H -2.352 -0.551 -1.072
H 0.430 -0.976 -2.065
H -1.353 2.093 0.813
H -1.060 1.796 3.303
H -0.304 0.291 2.793
H -3.207 0.470 0.768
H -4.602 0.559 0.204
O -4.021 0.018 0.618
H 3.439 0.833 -1.048
H 2.487 0.739 0.507
O 2.527 0.807 -0.738
H -0.615 -3.978 0.834
H -1.599 -3.293 -0.200
O -0.840 -3.817 -0.176
H 3.275 0.927 2.283
H 1.523 -0.597 2.698
O 2.600 0.476 1.735
H 3.045 -1.329 -0.292
H 2.999 -0.939 1.138
O 3.019 -1.725 0.581
H -3.953 -2.541 -0.619
H -3.409 -1.607 0.277
O -3.205 -2.466 0.009
H 0.058 3.963 -0.483
H -0.183 2.750 -1.415
O -0.610 3.271 -0.698
H 0.671 -3.361 -0.923
H 1.930 -2.628 -0.623
O 1.491 -3.073 -1.278
H -0.303 -2.323 2.834
H -1.556 -1.430 2.841
O -1.203 -2.401 2.822
H 2.044 2.500 -0.589
H 1.505 3.340 0.496
O 2.020 3.453 -0.279
H -3.511 3.008 0.178
H -2.851 2.707 -1.001
O -3.804 2.745 -0.688
H 1.615 -2.118 2.847
H 1.455 1.588 2.016
O 1.188 -1.353 3.182
H 3.167 -0.364 -2.038
H 2.777 -1.851 -2.423
O 3.495 -1.260 -2.108
H 0.921 1.320 -3.464
H 1.564 1.394 -2.024
O 1.158 1.912 -2.790
```

Computed Löwdin charges, given in elementary charges: number 1, C, carries -0.14; number 2, C, carries -0.13; number 3, C, carries -0.24; number 4, O, carries 0.03; number 5, N, carries -0.05; number 6, C, carries -0.27; number 7, O, carries -0.14; number 8, H, carries 0.10; number 9, H, carries 0.12; number 10, H, carries 0.11; number 11, H, carries 0.10; number 12, H, carries 0.09; number 13, H, carries 0.06; number 14, H, carries 0.13; number 15, H, carries 0.07; number 16, H, carries -0.02; number 17, H, carries -0.01; number 18, O, carries -0.01; number 19, H, carries 0.05; number 20, H, carries 0.07; number 21, O, carries -0.26; number 22, H, carries 0.12; number 23, H, carries -0.05; number 24, O, carries -0.07; number 25, H, carries 0.08; number 26, H, carries -0.01; number 27, O, carries -0.26; number 28, H, carries -0.03; number 29, H, carries -0.04; number 30, O, carries -0.08; number 31, H, carries 0.08; number 32, H, carries -0.06; number 33, O, carries -0.04; number 34, H, carries 0.06; number 35, H, carries 0.02; number 36, O, carries -0.09; number 37, H, carries -0.04; number 38, H, carries -0.07; number 39, O, carries -0.03; number 40, H, carries -0.08; number 41, H, carries 0.09; number 42, O, carries -0.06; number 43, H, carries 0.01; number 44, H, carries -0.02; number 45, O, carries -0.08; number 46, H, carries 0.02; number 47, H, carries 0.03; number 48, O, carries -0.07; number 49, H, carries 0.04; number 50, H, carries 0.07; number 51, O, carries -0.05; number 52, H, carries -0.01; number 53, H, carries 0.05; number 54, O, carries -0.07; number 55, H, carries 0.00; number 56, H, carries 0.01; number 57, O, carries -0.06

Entry 2:
Formula: C3H4INOS
Source: the Open Molecules 2025 dataset
Level of theory: ωB97M-V/def2-TZVPD

Summary:
Net charge: 0
Frontier orbital gap (alpha / beta) in eV: 5.60 / 5.60
E_HOMO (alpha / beta) in eV: -7.53 / -7.53

Structure (XYZ):
```
11
C3H4INOS, DFT ωB97M-V/def2-TZVPD
C 1.163 -0.186 0.178
C 0.705 0.072 -1.247
C -1.115 -0.517 0.144
N 0.044 -0.511 0.946
O 2.275 -0.069 0.620
S -1.041 -0.245 -1.460
I -2.348 2.223 1.680
H 0.917 1.158 -1.424
H 1.409 -0.594 -2.024
H -2.076 -0.672 0.631
H 0.069 -0.658 1.957
```

Computed Löwdin charges, given in elementary charges: number 1, C, carries -0.51; number 2, C, carries -0.34; number 3, C, carries -0.50; number 4, N, carries 0.10; number 5, O, carries 0.13; number 6, S, carries 1.06; number 7, I, carries -0.45; number 8, H, carries 0.12; number 9, H, carries 0.18; number 10, H, carries 0.04; number 11, H, carries 0.18

Entry 3:
Formula: CH14NSi4
Source: the Open Molecules 2025 dataset
Level of theory: ωB97M-V/def2-TZVPD

Summary:
Net charge: +1
Frontier orbital gap in eV: 9.55
E_HOMO in eV: -13.31

Structure (XYZ):
```
20
CH14NSi4, DFT ωB97M-V/def2-TZVPD
N -0.127 1.176 -0.932
C 0.148 -0.078 -0.039
Si 1.751 -1.140 -0.047
Si 3.708 0.242 0.482
Si -1.541 -1.068 -0.146
Si -3.504 0.166 0.489
H -0.292 1.867 -0.246
H 0.750 1.346 -1.605
H -0.918 1.007 -1.444
H 0.089 0.380 1.014
H 1.773 -1.703 -1.404
H 1.420 -1.958 1.092
H 4.799 0.290 -0.498
H 4.341 -0.359 1.627
H 2.745 1.407 0.728
H -1.800 -2.396 0.498
H -1.544 -1.279 -1.630
H -3.563 0.284 1.998
H -3.410 1.809 0.190
H -4.824 0.007 -0.127
```

Computed Löwdin charges, given in elementary charges: number 1, N, carries 0.13; number 2, C, carries -0.66; number 3, Si, carries 0.49; number 4, Si, carries 0.53; number 5, Si, carries 0.47; number 6, Si, carries 0.46; number 7, H, carries 0.13; number 8, H, carries 0.23; number 9, H, carries 0.05; number 10, H, carries 0.08; number 11, H, carries -0.07; number 12, H, carries -0.06; number 13, H, carries -0.11; number 14, H, carries -0.13; number 15, H, carries -0.11; number 16, H, carries -0.06; number 17, H, carries -0.05; number 18, H, carries -0.11; number 19, H, carries -0.08; number 20, H, carries -0.13

> The highest net charge belongs to which entry?

CH14NSi4